Here is a cluster of 2 separate species, C25H34N5 in total from the Open Molecules 2025 dataset. Energies are from ωB97M-V/def2-TZVPD.

The calculation puts the HOMO energy at -0.386 Eh. Its total energy is -33920.0233 eV. The energy relative to the best compared isomer or geometry (same formula, charge and spin) comes out at 5.32 kcal per mole. Its net charge is +1. The LUMO energy comes out at -4.61 eV. Its maximum force is 0.03524 Eh/bohr.

Structure (XYZ):
```
64
C25H34N5, DFT ωB97M-V/def2-TZVPD
C -6.4265 -1.2570 1.4321
N -5.5618 -1.1568 2.5874
C -5.8094 -2.2115 3.5636
C -4.3293 -0.5414 2.5370
C -4.1233 0.6650 1.8028
C -2.8926 1.2910 1.8223
C -1.7661 0.7161 2.4928
C -0.4851 1.3554 2.4626
C 0.7668 0.6913 2.4312
C 1.9579 1.3402 2.8897
C 3.1612 0.6735 2.9703
C 3.3042 -0.6177 2.3880
N 4.5240 -1.2634 2.3903
C 5.3572 -1.3435 3.5777
C 4.8416 -2.2607 1.3745
C 2.1599 -1.2315 1.8162
C 0.9182 -0.6305 1.9051
C -1.9900 -0.4825 3.2285
C -3.2378 -1.0813 3.2588
H -6.2467 -0.4382 0.7364
H -6.2738 -2.2154 0.9121
H -7.4647 -1.2411 1.7805
H -5.5387 -1.8672 4.5691
H -6.8773 -2.4576 3.5404
H -5.2324 -3.1266 3.3357
H -4.9583 1.1004 1.2536
H -2.7359 2.2262 1.2786
H -0.4910 2.4388 2.3487
H 1.8788 2.3771 3.2205
H 4.0322 1.1448 3.4272
H 5.1584 -0.4994 4.2409
H 5.1683 -2.2782 4.1340
H 6.4125 -1.3429 3.2748
H 4.6467 -1.8548 0.3732
H 5.9079 -2.5115 1.4541
H 4.2423 -3.1820 1.4944
H 2.2639 -2.2196 1.3645
H 0.0478 -1.1843 1.5416
H -1.1827 -0.9471 3.8008
H -3.3753 -2.0176 3.8041
C 0.1690 5.1821 0.4094
C 1.0273 5.4599 1.4637
N 0.2531 6.0161 2.4659
C 0.6878 6.3649 3.8409
C 0.3312 5.2776 4.8461
C 1.1229 5.4228 6.1544
C 1.3298 3.9897 6.6804
C 0.9776 3.0739 5.4991
N 0.6619 3.9450 4.3717
C -1.0329 6.0991 1.9869
N -1.1059 5.5717 0.7630
H 0.4259 4.7377 -0.5464
H 2.0953 5.3522 1.5464
H 1.7760 6.5142 3.8038
H 0.2096 7.3099 4.1306
H -0.7653 5.3314 5.0249
H 2.1144 5.8562 5.9353
H 0.6280 6.0794 6.8798
H 2.3563 3.8340 7.0219
H 0.6518 3.7503 7.5033
H 1.8049 2.4055 5.2214
H 0.1307 2.4089 5.7437
H -0.0582 3.5398 3.7728
H -1.8180 6.5558 2.5797
```